ORCA calculation (ωB97M-V with the def2-TZVPD basis set) on C11H12CoN2P as an isolated structure at a distorted geometry.

```
27
C11H12CoN2P ωB97M-V with the def2-TZVPD basis set
C -0.45 -0.08 -3.16
C -1.24 0.91 -2.50
C -0.36 1.85 -1.89
C 0.99 1.47 -2.19
C 0.96 0.26 -2.95
Co 0.04 -0.06 -1.24
P -0.25 -2.20 -1.20
H -0.81 -0.91 -3.76
H -2.33 0.92 -2.45
H -0.67 2.73 -1.32
H 1.81 -0.28 -3.34
H 1.89 1.99 -1.87
H 0.85 -2.98 -1.64
H -1.28 -2.79 -1.99
H -0.54 -2.83 0.04
N -0.21 0.04 6.07
C -0.10 0.09 4.91
C 0.05 0.14 3.47
C 0.78 -0.83 2.78
C 0.89 -0.75 1.40
N 0.20 0.17 0.68
C -0.46 1.16 1.34
C -0.54 1.18 2.73
H 1.26 -1.65 3.32
H 1.50 -1.47 0.84
H -0.93 1.94 0.73
H -1.07 1.99 3.22
```

## Properties
**Calculated total energy**: -61493.1777 eV
**Highest occupied orbital energy (alpha / beta)**: -5.003 / -9.104 eV
**Spin multiplicity**: 5
**<S²>**: 6.031

=====

ORCA calculation (ωB97M-V with the def2-TZVPD basis set) on a 2-piece molecular cluster, C5H17N3Si overall at a distorted geometry.

```
26
C5H17N3Si ωB97M-V with the def2-TZVPD basis set
C 2.44 1.24 2.65
C -0.87 2.10 -1.06
C 1.67 0.31 1.68
C -0.55 0.94 -1.92
C 0.22 0.31 2.12
N 0.27 -1.72 -0.43
N -1.77 -3.20 -1.55
N -1.52 -0.18 -1.91
Si -1.36 -1.61 -0.83
H 3.44 1.57 2.39
H 2.00 2.34 2.74
H 2.51 0.88 3.69
H -0.91 1.82 -0.03
H -0.13 2.83 -1.23
H -1.98 2.37 -1.29
H 1.75 0.71 0.59
H 1.98 -0.76 1.62
H -0.64 1.29 -2.94
H 0.46 0.58 -1.75
H -0.16 1.17 2.71
H -0.39 -0.40 1.62
H 0.71 -0.78 -0.26
H 0.75 -2.15 -1.24
H -1.51 -3.98 -0.99
H -2.65 -3.29 -2.03
H -2.47 0.10 -2.02
```

## Properties
**Calculated total energy**: -17806.6773 eV
**Highest occupied orbital energy (alpha / beta)**: -8.096 / -6.472 eV
**Spin multiplicity**: 1

=====

ORCA calculation (ωB97M-V with the def2-TZVPD basis set) on the molecule C4H10N2O at a distorted geometry.

```
17
C4H10N2O ωB97M-V with the def2-TZVPD basis set
C -1.42 -0.89 2.07
C -1.29 -0.03 0.80
N 0.04 0.11 0.33
C 0.05 0.79 -0.94
C 1.30 0.49 -1.82
N 2.46 0.20 -1.18
O 1.17 0.29 -3.05
H -1.00 -0.40 2.92
H -0.90 -1.80 1.91
H -2.54 -1.01 2.28
H -1.67 0.95 1.06
H -1.73 -0.60 -0.08
H 0.39 -0.95 0.15
H -0.11 1.89 -0.74
H -0.62 0.55 -1.80
H 2.47 0.40 -0.21
H 3.39 0.01 -1.68
```

## Properties
**Structure (SMILES)**: CCNCC(N)=O
**Calculated total energy**: -9337.0677 eV
**Highest occupied orbital energy**: -9.372 eV
**Spin multiplicity**: 1

=====

ORCA calculation (ωB97M-V with the def2-TZVPD basis set) on a 2-piece molecular cluster, C4H9N5S overall at a distorted geometry.

```
19
C4H9N5S ωB97M-V with the def2-TZVPD basis set
C 2.87 -1.54 4.57
C 2.63 -0.21 4.81
C 3.04 0.18 2.27
C 3.81 -2.89 2.91
N 2.60 0.28 1.14
N 3.24 -1.89 3.39
N 4.90 -3.52 3.46
N 2.18 0.09 0.11
N -9.46 4.30 -9.33
S 2.79 1.04 3.62
H 2.62 -2.38 5.30
H 2.38 0.09 5.85
H 3.44 -3.15 1.90
H 5.46 -3.15 4.25
H 5.31 -4.29 2.85
H -9.29 4.16 -10.32
H -9.77 3.42 -8.91
H -10.15 4.96 -9.06
H -8.59 4.50 -8.81
```

## Properties
**Total charge**: +2
**Calculated total energy**: -22559.5193 eV
**Highest occupied orbital energy (alpha / beta)**: -13.434 / -13.282 eV
**Spin multiplicity**: 1

=====

ORCA calculation (ωB97M-V with the def2-TZVPD basis set) on a 10-piece molecular cluster, C45H81BrN2O9S overall at a distorted geometry.

```
139
C45H81BrN2O9S ωB97M-V with the def2-TZVPD basis set
Br 3.83 -1.23 -0.50
C 2.15 -0.08 -0.42
C 1.82 0.36 -1.99
C 0.80 -0.65 -2.77
C -0.79 -0.46 -2.41
C -1.64 -1.84 -2.02
C -3.27 -1.84 -1.67
C -4.04 -0.37 -1.75
N -5.50 -0.01 -1.54
S -5.62 1.74 -1.75
N -3.99 2.33 -2.16
C -3.22 1.01 -2.11
C -1.61 0.97 -2.45
H 1.32 -0.74 0.07
H 2.44 0.86 0.25
H 2.87 0.29 -2.56
H 1.52 1.49 -2.02
H 1.07 -1.78 -2.58
H 0.92 -0.47 -3.93
H -1.13 -2.91 -1.98
H -3.87 -2.83 -1.41
H -0.97 1.93 -2.74
C 4.09 3.62 -5.05
C 5.07 2.56 -5.47
C 4.51 1.32 -4.80
O 3.08 1.50 -4.73
C 2.78 2.87 -5.06
H 4.09 4.49 -5.71
H 4.32 3.96 -4.03
H 5.05 2.43 -6.56
H 6.10 2.77 -5.17
H 4.88 1.22 -3.77
H 4.74 0.41 -5.34
H 2.33 2.87 -6.06
H 2.06 3.27 -4.35
C -6.04 -7.34 -1.95
C -6.75 -6.17 -2.57
C -6.00 -5.00 -1.99
O -4.65 -5.44 -1.76
C -4.61 -6.86 -1.90
H -6.17 -8.28 -2.50
H -6.42 -7.50 -0.93
H -6.61 -6.19 -3.66
H -7.82 -6.14 -2.36
H -6.42 -4.69 -1.02
H -5.99 -4.13 -2.65
H -4.09 -7.09 -2.84
H -4.04 -7.30 -1.08
C 6.34 -1.10 3.72
C 6.35 -0.64 2.28
C 5.42 0.55 2.33
O 5.54 1.13 3.64
C 6.27 0.21 4.47
H 7.21 -1.70 3.99
H 5.44 -1.69 3.91
H 7.36 -0.32 2.00
H 6.02 -1.41 1.58
H 4.38 0.25 2.20
H 5.66 1.31 1.57
H 7.26 0.63 4.64
H 5.76 0.11 5.44
C -5.96 -12.58 -3.67
C -5.95 -12.12 -5.11
C -6.88 -10.92 -5.06
O -6.76 -10.35 -3.75
C -6.03 -11.27 -2.92
H -5.09 -13.18 -3.40
H -6.86 -13.17 -3.48
H -4.94 -11.79 -5.39
H -6.28 -12.88 -5.82
H -7.92 -11.23 -5.20
H -6.64 -10.17 -5.82
H -5.04 -10.85 -2.75
H -6.54 -11.37 -1.95
C -4.18 1.68 1.92
C -4.33 3.14 1.62
C -5.29 3.60 2.69
O -5.06 2.76 3.83
C -4.23 1.66 3.44
H -3.27 1.23 1.52
H -5.04 1.12 1.52
H -3.36 3.65 1.74
H -4.69 3.35 0.60
H -6.33 3.46 2.38
H -5.15 4.65 2.97
H -3.24 1.83 3.87
H -4.64 0.73 3.84
C 11.30 1.53 5.67
C 11.63 0.19 6.28
C 10.25 -0.40 6.51
O 9.40 0.13 5.49
C 10.09 1.20 4.82
H 12.12 1.96 5.09
H 11.03 2.24 6.45
H 12.18 -0.42 5.56
H 12.22 0.26 7.20
H 9.84 -0.09 7.48
H 10.25 -1.49 6.46
H 10.38 0.85 3.83
H 9.41 2.06 4.71
C -2.18 8.05 3.05
C -2.93 7.94 4.35
C -4.25 7.35 3.91
O -3.97 6.53 2.76
C -2.63 6.81 2.32
H -1.09 8.10 3.17
H -2.50 8.94 2.51
H -2.41 7.25 5.02
H -3.05 8.90 4.87
H -4.95 8.13 3.60
H -4.72 6.74 4.68
H -2.01 5.94 2.57
H -2.62 6.93 1.23
C 2.02 9.80 5.38
C 1.27 9.69 6.68
C -0.05 9.10 6.23
O 0.23 8.28 5.09
C 1.57 8.56 4.65
H 3.11 9.85 5.50
H 1.70 10.69 4.83
H 1.79 9.00 7.35
H 1.15 10.65 7.20
H -0.75 9.88 5.93
H -0.52 8.49 7.01
H 2.19 7.69 4.90
H 1.58 8.68 3.56
C -1.13 -3.56 -7.10
C -2.28 -3.99 -6.23
C -1.58 -4.82 -5.18
O -0.26 -4.29 -5.03
C -0.02 -3.36 -6.10
H -1.34 -2.66 -7.69
H -0.87 -4.37 -7.80
H -2.74 -3.11 -5.76
H -3.06 -4.54 -6.76
H -1.48 -5.87 -5.50
H -2.10 -4.80 -4.21
H -0.04 -2.35 -5.68
H 0.97 -3.55 -6.53
```

## Properties
**Structure (SMILES)**: BrCCCc1ccc2nsnc2c1.C1CCOC1.C1CCOC1.C1CCOC1.C1CCOC1.C1CCOC1.C1CCOC1.C1CCOC1.C1CCOC1.C1CCOC1
**Calculated total energy**: -150249.8191 eV
**Highest occupied orbital energy**: -8.177 eV
**Spin multiplicity**: 1

=====

ORCA calculation (ωB97M-V with the def2-TZVPD basis set) on the molecule C3H7N3O3 at a distorted geometry.

```
16
C3H7N3O3 ωB97M-V with the def2-TZVPD basis set
C -1.15 0.02 1.95
N 0.15 0.23 1.32
N 1.24 0.11 2.15
C 0.35 -0.06 -0.01
N 1.59 -0.09 -0.43
O 1.53 -0.18 -1.78
C -0.87 -0.08 -0.89
O -1.52 -1.10 -0.96
O -1.30 1.03 -1.46
H -2.00 0.31 1.27
H -1.39 -1.08 2.25
H -1.21 0.65 2.85
H 1.72 1.00 2.02
H 1.85 -0.58 1.64
H 2.46 -0.07 -1.99
H -2.02 0.72 -2.10
```

## Properties
**Structure (SMILES)**: CN(N)/C(=N/O)C(=O)O
**Calculated total energy**: -13834.3266 eV
**Highest occupied orbital energy**: -8.364 eV
**Spin multiplicity**: 1

=====

Ordered ΔE to the lowest compared entry with this formula, charge and spin results: 0.0; 45.2; 44.3; 63.5; 248.5; 99.0; unit kcal/mol.